No. 1
The following is a quantum chemistry calculation of a cluster of 2 separate species, C4H8O2 in total at a distorted geometry, from the Open Molecules 2025 dataset.

```
14
Properties=species:S:1:pos:R:3:forces:R:3
O -0.0296 1.0917 -1.7653 -0.53 1.53 -1.22
O -1.1535 -1.1592 -2.6988 -0.63 0.37 -2.91
C 0.4275 -0.9452 2.3278 0.51 0.46 -0.08
C 0.0955 1.2802 -0.3994 -0.88 -0.84 -1.59
C 0.5889 0.2394 1.6801 -0.20 -1.41 3.90
C 0.4985 0.2196 0.2887 0.74 0.67 -1.65
H 0.7398 1.1656 2.2889 -0.13 -0.80 -0.77
H -0.6254 1.7281 -2.2599 1.12 -0.85 1.38
H 0.2171 -1.8873 1.7750 0.28 0.84 0.35
H -0.3127 2.2120 -0.0297 0.28 -0.05 0.32
H -0.6264 -0.4267 -2.4218 0.63 0.56 0.86
H 0.9075 -0.7018 -0.1656 -0.74 0.71 -0.27
H 0.5728 -1.0501 3.4057 -0.29 0.15 -0.32
H -1.3001 -1.7662 -2.0257 -0.16 -1.33 2.00
```
Forces are in eV/Å.

SMILES = C=C/C=C/O.O
Frontier orbital gap = 9.134 eV
Largest force on an atom = 0.0807 hartree/bohr
Highest occupied orbital energy = -8.5 eV
Relative energy (zero: lowest compared OMol25 entry of this formula, charge and spin) = 58.8 kcal per mole
LUMO level = 0.64 eV

---

No. 2
The following is a quantum chemistry calculation of an isolated molecule of C4H8O2 at a distorted geometry, from the Open Molecules 2025 dataset.

```
14
Properties=species:S:1:pos:R:3:forces:R:3
O 2.1020 1.0010 0.6381 -0.47 0.18 0.24
O 0.9362 -0.4399 -1.1911 -0.10 1.31 -0.09
C -0.1856 -1.2710 0.6684 0.46 -0.46 -0.53
C 0.0699 0.0306 -0.0993 0.58 0.13 -0.87
C 0.8947 0.9919 0.7251 0.46 0.00 -0.08
C -1.1535 0.6548 -0.7481 0.04 0.06 -0.07
H -1.2377 -1.5884 0.7318 0.44 0.15 -0.19
H -1.7371 -0.1302 -1.2394 0.10 0.13 0.05
H 0.3677 1.6658 1.4303 0.00 -0.15 -0.06
H 0.2806 -1.3477 1.6608 -0.04 0.08 -0.37
H -0.8140 1.3609 -1.5089 -0.16 0.00 0.06
H 0.4334 -1.7482 -0.1588 -1.28 -1.48 1.99
H 1.8534 -0.3521 -0.8710 -0.27 0.20 -0.08
H -1.8100 1.1726 -0.0378 0.23 -0.16 0.00
```
Forces are in eV/Å.

SMILES = CC(C)(O)C=O
Frontier orbital gap = 11.201 eV
Largest force on an atom = 0.0543 hartree/bohr
Highest occupied orbital energy = -10.3 eV
Relative energy (zero: lowest compared OMol25 entry of this formula, charge and spin) = 41.3 kcal per mole
LUMO level = 0.87 eV

---

No. 3
The following is a quantum chemistry calculation of an isolated molecule of C4H8O2 at a distorted geometry, from the Open Molecules 2025 dataset.

```
14
Properties=species:S:1:pos:R:3:forces:R:3
O 0.0925 1.7510 0.6048 0.01 0.43 -0.51
O 1.5260 -1.5681 0.0386 1.80 -0.53 -1.95
C 1.2877 -0.1502 -0.0813 -0.85 -1.44 2.62
C -0.0927 0.4625 0.0724 -0.65 -0.14 -0.10
C -0.0857 -0.5587 1.0723 -0.81 1.18 0.80
C -1.0521 0.4016 -1.0757 -0.19 0.00 -0.21
H 0.3523 -0.4264 2.0388 -0.32 0.52 0.42
H -1.0669 -0.5988 -1.5163 -0.04 0.08 0.05
H 2.0801 0.4002 0.4290 -0.25 -0.24 -0.04
H -0.6189 -1.5106 0.9145 0.94 0.45 -0.27
H 1.1766 -2.0425 -0.7093 0.08 -0.23 -0.82
H -0.7997 2.0807 0.7845 0.30 0.01 0.08
H -0.7341 1.1149 -1.8393 -0.09 -0.07 0.04
H -2.0650 0.6444 -0.7329 0.07 -0.03 -0.11
```
Forces are in eV/Å.

SMILES = C[C@@]1(O)C[C@H]1O
Frontier orbital gap = 8.147 eV
Largest force on an atom = 0.0604 hartree/bohr
Highest occupied orbital energy = -7.4 eV
Relative energy (zero: lowest compared OMol25 entry of this formula, charge and spin) = 114.6 kcal per mole
LUMO level = 0.78 eV

---

No. 4
The following is a quantum chemistry calculation of a cluster of 2 separate species, C4H8O2 in total at a distorted geometry, from the Open Molecules 2025 dataset.

```
14
Properties=species:S:1:pos:R:3:forces:R:3
O -0.6211 0.5940 0.4599 -0.22 -0.40 0.00
O 3.3959 0.2381 -0.0161 -2.97 -0.37 0.33
C -0.0232 -0.2712 -0.3866 2.17 0.63 -0.62
C -0.0189 -1.7298 0.0287 -0.04 -1.22 -7.94
C 2.2128 0.1817 0.2511 0.14 0.17 -1.12
C -0.8418 1.9043 -0.0729 -0.69 -1.87 -0.46
H -1.5978 1.9597 -0.8221 -1.25 -0.84 -0.66
H -0.8878 -2.4261 -0.4502 1.55 1.93 1.01
H -1.2438 2.4759 0.7031 0.41 1.32 1.30
H -0.0431 -1.8959 0.9891 0.06 -0.52 5.28
H -0.0681 0.0934 -1.4549 0.07 -1.08 1.10
H -0.0225 2.1624 -0.6673 2.00 1.26 0.06
H 1.7543 0.4655 1.2188 0.38 0.24 0.69
H 0.9328 -2.1992 -0.4503 -1.61 0.75 1.04
```
Forces are in eV/Å.

Frontier orbital gap (alpha / beta) = 8.109 / 8.114 eV
Largest force on an atom = 0.1562 hartree/bohr
Highest occupied orbital energy (alpha / beta) = -7.3 / -7.3 eV
Relative energy (zero: lowest compared OMol25 entry of this formula, charge and spin) = 123.3 kcal per mole
LUMO level (alpha / beta) = 0.85 / 0.85 eV

---

No. 5
The following is a quantum chemistry calculation of a cluster of 2 separate species, C4H8O2 in total at a distorted geometry, from the Open Molecules 2025 dataset.

```
14
Properties=species:S:1:pos:R:3:forces:R:3
O -1.9111 -1.4017 -2.6945 -0.25 1.24 -1.46
O 0.3435 0.8483 -1.8574 0.33 -0.63 -0.17
C 0.0206 1.1438 -0.5537 0.43 -0.63 -1.29
C 0.3971 0.2823 0.3522 0.63 -2.11 -1.04
C 0.1824 0.1148 1.7394 -0.85 0.10 3.36
C 1.1376 -0.2596 2.6205 1.68 -0.22 -2.90
H -1.9935 -2.0709 -2.0641 -0.50 -1.78 1.50
H -0.4841 2.0577 -0.5815 -0.86 1.30 1.31
H 2.1673 -0.5985 2.2776 -1.27 0.78 -0.38
H 1.2563 -0.1990 3.6512 -1.36 -0.14 1.89
H -0.0350 1.5397 -2.3811 -0.15 0.41 -0.78
H -1.0532 -1.0463 -2.5000 0.80 0.63 -0.01
H 0.8564 -0.6214 -0.0730 0.29 0.50 -0.24
H -0.8843 0.2107 2.0644 1.07 0.54 0.20
```
Forces are in eV/Å.

SMILES = C=C/C=C/O.O
Frontier orbital gap = 9.485 eV
Largest force on an atom = 0.0673 hartree/bohr
Highest occupied orbital energy = -8.7 eV
Relative energy (zero: lowest compared OMol25 entry of this formula, charge and spin) = 69.9 kcal per mole
LUMO level = 0.80 eV

---

No. 6
The following is a quantum chemistry calculation of an isolated molecule of C4H8O2, from the Open Molecules 2025 dataset.

```
14
Properties=species:S:1:pos:R:3:forces:R:3
O 0.0808 -0.9169 0.2642 0.03 -0.03 -0.10
O 0.3229 2.0931 -2.4302 -0.15 0.21 -0.01
C -0.0551 0.3511 0.8685 -0.01 0.18 0.16
C 0.5599 1.3218 -1.3397 -0.03 -0.16 0.34
C 0.0879 -1.9568 1.2027 0.01 -0.28 0.20
C -0.1388 1.3888 -0.2086 0.06 0.01 -0.20
H -0.9786 0.3860 1.4696 0.11 -0.02 -0.06
H -0.8508 -1.9873 1.7791 0.13 0.02 -0.08
H 0.7812 0.5186 1.5687 -0.05 -0.01 -0.11
H 1.3776 0.6279 -1.5070 -0.19 -0.03 0.04
H 0.1922 -2.8934 0.6493 0.00 0.13 0.12
H -0.8855 2.1735 -0.0990 -0.02 -0.13 -0.03
H -0.5406 2.5045 -2.2881 0.19 0.14 -0.19
H 0.9260 -1.8591 1.9101 -0.10 -0.03 -0.08
```
Forces are in eV/Å.

SMILES = COC/C=C/O
Frontier orbital gap = 9.796 eV
Largest force on an atom = 0.0074 hartree/bohr
Highest occupied orbital energy = -8.8 eV
Relative energy (zero: lowest compared OMol25 entry of this formula, charge and spin) = 48.8 kcal per mole
LUMO level = 1.01 eV